# C3H10NS

The ion C3H10NS with charge +1 (the ωB97M-V functional and the def2-TZVPD basis, OMol25).

Properties
charge	+1
Kohn-Sham gap	11.7162	eV
multiplicity	1
ΔE to the lowest compared entry with this formula, charge and spin	0.691	eV
LUMO	-0.102	Ha

Last column: Löwdin charge in e.
Geometry (Å):
C 0.7929 0.6437 -0.8354  -0.40
N 2.1039 0.4103 -0.3285  -0.02
H 0.5828 1.6906 -1.0254  0.11
H 0.5548 0.0577 -1.7187  0.11
H 2.5087 -0.4575 -0.6525  0.09
H 2.7639 1.1524 -0.5082  0.10
C -1.9823 0.3359 -0.1696  -0.26
S -0.3618 0.1526 0.5155  1.10
C -0.1322 -1.6002 0.5985  -0.26
H -2.6735 0.5876 0.6233  0.06
H -2.3476 -0.5404 -0.6791  0.07
H -2.1136 1.1906 -0.8368  0.08
H 0.8739 -1.7079 0.9826  0.06
H -0.8329 -2.0391 1.3079  0.08
H -0.2327 -2.1212 -0.3514  0.08

***

# C5H9ClSi

A cluster of 2 separate species, C5H9ClSi in total (the ωB97M-V functional and the def2-TZVPD basis, OMol25).

Properties
Kohn-Sham gap (alpha / beta)	7.7523 / 7.4359	eV
multiplicity	1
ΔE to the lowest compared entry with this formula, charge and spin	4.404	eV
LUMO (alpha / beta)	-0.027 / -0.024	Ha

Last column: Löwdin charge in e.
Geometry (Å):
C -0.1339 0.0921 1.1754  -0.14
C 0.6495 -0.7506 0.4429  -0.11
C -1.5586 0.0540 0.6240  -0.20
C -0.0518 -1.4751 -0.6518  -0.27
C -1.2528 -0.5789 -0.7755  -0.23
Si 3.6200 -0.5005 0.5129  0.32
Cl 4.6911 0.8781 -0.5798  0.14
H 0.2484 0.4752 2.1274  0.08
H -2.2368 -0.5468 1.2296  0.09
H -2.1555 0.9947 0.4680  0.11
H 0.3772 -1.4998 -1.6543  0.10
H -0.2084 -2.5048 -0.3222  0.11
H -2.1732 -1.1366 -1.1068  0.11
H -0.9144 0.2170 -1.5588  0.14
H 4.1231 -1.5635 -0.4291  -0.12
H 3.7665 -0.7060 1.9325  -0.14

***

# C39H104O13

A cluster of 13 separate species, C39H104O13 in total (the ωB97M-V functional and the def2-TZVPD basis, OMol25).

Properties
Kohn-Sham gap	9.8240	eV
multiplicity	1
ΔE to the lowest compared entry with this formula, charge and spin	3.895	eV
LUMO	0.018	Ha

Last column: Löwdin charge in e.
Geometry (Å):
C -4.8703 -20.4933 -3.0442  -0.05
C -5.0504 -21.1198 -4.4699  -0.22
O -4.6809 -20.1405 -5.4750  -0.18
C -5.0153 -20.5362 -6.7777  -0.30
C -4.3323 -19.7912 -7.8676  -0.05
H -3.7919 -20.4789 -2.8861  0.08
H -5.3435 -19.5244 -2.8846  0.05
H -5.2525 -21.2622 -2.3728  0.05
H -4.3014 -21.9054 -4.5698  0.11
H -6.0496 -21.5144 -4.6539  0.09
H -5.0190 -21.6123 -6.9509  0.11
H -6.0678 -20.2567 -6.8250  0.09
H -4.8926 -19.8526 -8.8007  0.05
H -3.3410 -20.1833 -8.0949  0.08
H -4.2543 -18.7271 -7.6449  0.06
C -13.9746 -17.1172 -12.3377  -0.07
C -14.8690 -17.9968 -11.4229  -0.25
O -14.1934 -19.1512 -10.9112  -0.18
C -13.0696 -18.9605 -9.9966  -0.23
C -12.8179 -20.2944 -9.3362  -0.07
H -13.2118 -16.5666 -11.7870  0.05
H -13.4006 -17.7394 -13.0244  0.08
H -14.5435 -16.3512 -12.8648  0.07
H -15.2076 -17.3653 -10.6015  0.10
H -15.7940 -18.3127 -11.9053  0.11
H -12.2395 -18.6474 -10.6298  0.12
H -13.3209 -18.1422 -9.3218  0.09
H -13.6243 -20.7110 -8.7327  0.08
H -11.9069 -20.2643 -8.7384  0.06
H -12.4769 -21.0794 -10.0112  0.07
C -7.7929 -20.9856 -10.1187  -0.05
C -6.8638 -20.0396 -10.8748  -0.30
O -5.7022 -20.7426 -11.2438  -0.15
C -4.9054 -20.0231 -12.1476  -0.28
C -4.1727 -18.8012 -11.5935  -0.07
H -8.7386 -20.4824 -9.9172  0.07
H -7.9236 -21.9699 -10.5683  0.08
H -7.3359 -21.0931 -9.1350  0.06
H -7.3433 -19.5518 -11.7234  0.12
H -6.5557 -19.2423 -10.1984  0.09
H -4.1429 -20.7461 -12.4373  0.12
H -5.4619 -19.7796 -13.0526  0.11
H -3.6046 -18.2792 -12.3634  0.07
H -3.4487 -19.1308 -10.8484  0.07
H -4.7764 -18.0102 -11.1485  0.06
C -7.1643 -23.9316 -6.9388  -0.03
C -7.3793 -25.4706 -6.6610  -0.49
C -6.2544 -26.0736 -5.8674  -0.07
O -8.5770 -25.6432 -5.9677  -0.05
H -6.1221 -23.6662 -7.1162  0.06
H -7.5474 -23.3153 -6.1255  0.05
H -7.7463 -23.6762 -7.8243  0.06
H -7.3512 -25.9961 -7.6155  0.13
H -6.1749 -25.5781 -4.8998  0.06
H -5.2659 -25.9150 -6.2985  0.08
H -6.4143 -27.1147 -5.5871  0.08
H -8.4038 -25.1282 -5.1763  0.04
C -8.8058 -17.6113 -0.8968  -0.05
C -7.5376 -17.5384 -0.0892  -0.53
C -6.7760 -18.8299 0.1356  -0.05
O -6.6816 -16.5798 -0.6710  -0.04
H -9.4462 -18.3303 -0.3859  0.08
H -8.5921 -17.9408 -1.9136  0.06
H -9.2306 -16.6091 -0.9548  0.09
H -7.9072 -17.2257 0.8874  0.13
H -7.4371 -19.6705 0.3463  0.07
H -6.0483 -18.7990 0.9465  0.08
H -6.2092 -19.0780 -0.7618  0.06
H -5.9481 -16.4033 -0.0774  0.09
C -14.1861 -17.2862 -4.4716  -0.05
C -14.0095 -18.2581 -5.6582  -0.41
C -15.1797 -18.2779 -6.6239  -0.04
O -12.8295 -17.8285 -6.4092  -0.10
H -13.2976 -17.2169 -3.8439  0.07
H -15.0682 -17.5032 -3.8692  0.08
H -14.3815 -16.2513 -4.7523  0.07
H -13.7852 -19.2696 -5.3194  0.13
H -14.8660 -18.9327 -7.4369  0.07
H -15.3691 -17.2604 -6.9658  0.08
H -16.1020 -18.5488 -6.1099  0.08
H -12.9330 -16.8957 -6.6112  0.04
C -13.5378 -13.2404 -8.4965  -0.05
C -13.4217 -14.7048 -8.2230  -0.51
C -12.2066 -15.3511 -8.8334  -0.04
O -13.3446 -14.9738 -6.8757  -0.05
H -13.5579 -12.9537 -9.5479  0.08
H -12.7693 -12.6947 -7.9491  0.07
H -14.4409 -12.7495 -8.1338  0.08
H -14.3009 -15.1844 -8.6531  0.14
H -11.2682 -15.1323 -8.3238  0.07
H -12.1257 -15.1887 -9.9082  0.09
H -12.2343 -16.4052 -8.5573  0.05
H -12.5501 -14.5780 -6.5101  0.06
C -5.8924 -17.3661 -4.7260  -0.04
C -5.6049 -16.0173 -5.4147  -0.45
C -4.7799 -16.1342 -6.6840  -0.06
O -6.8378 -15.4298 -5.8168  -0.08
H -6.7009 -17.2825 -3.9997  0.07
H -4.9945 -17.7115 -4.2137  0.07
H -6.1994 -18.0816 -5.4888  0.07
H -5.0716 -15.3361 -4.7516  0.13
H -5.2295 -16.7832 -7.4355  0.06
H -3.8149 -16.5803 -6.4435  0.08
H -4.4870 -15.1916 -7.1464  0.08
H -7.1598 -16.0443 -6.4804  0.02
C -8.3245 -21.9975 -2.4480  -0.04
C -8.6489 -23.5190 -2.5539  -0.45
C -10.0823 -23.8264 -2.9226  -0.05
O -7.8304 -24.1334 -3.5252  -0.07
H -7.4446 -21.7074 -1.8736  0.06
H -9.1388 -21.4834 -1.9374  0.08
H -8.1971 -21.5595 -3.4379  0.05
H -8.4156 -24.0023 -1.6052  0.13
H -10.5041 -23.2549 -3.7494  0.08
H -10.7775 -23.7598 -2.0857  0.08
H -10.1722 -24.8349 -3.3263  0.08
H -6.9130 -24.0557 -3.2534  0.10
C -9.1810 -20.6846 -6.4802  -0.02
C -10.1641 -19.6481 -5.9597  -0.48
C -9.6527 -18.8319 -4.7463  -0.02
O -10.3009 -18.7567 -6.9916  -0.08
H -8.9326 -21.3444 -5.6488  0.06
H -8.2849 -20.1549 -6.8036  0.07
H -9.5981 -21.2238 -7.3307  0.07
H -11.1191 -20.1269 -5.7435  0.14
H -10.4042 -18.1212 -4.4024  0.07
H -8.7660 -18.2496 -4.9967  0.06
H -9.3524 -19.4736 -3.9180  0.06
H -11.1885 -18.3989 -6.9163  0.05
C -10.1127 -15.5532 -5.4428  -0.06
C -9.8111 -14.0873 -5.6961  -0.31
O -10.9440 -13.5217 -6.2451  -0.09
H -10.9538 -15.7430 -4.7760  0.08
H -9.1870 -16.0099 -5.0926  0.06
H -10.4080 -15.9854 -6.3989  0.06
H -8.9929 -13.9482 -6.4027  0.10
H -9.4819 -13.5081 -4.8334  0.12
H -10.8460 -12.5749 -6.1206  0.10
C -11.1231 -23.5295 -8.6389  -0.11
C -12.1580 -24.4951 -9.0660  -0.32
O -11.6442 -25.3284 -10.1137  -0.07
H -10.5661 -23.1283 -9.4855  0.08
H -10.3436 -24.0687 -8.1005  0.07
H -11.4959 -22.6694 -8.0828  0.06
H -13.0318 -23.9699 -9.4517  0.11
H -12.4610 -25.0799 -8.1975  0.11
H -11.0455 -25.9039 -9.6321  0.08
C -7.6976 -15.7049 -9.3040  -0.07
C -8.4531 -16.9430 -8.8990  -0.29
O -8.0557 -17.2825 -7.5705  -0.09
H -7.7264 -14.8852 -8.5862  0.07
H -7.9356 -15.3715 -10.3141  0.08
H -6.6534 -16.0123 -9.3628  0.06
H -8.1873 -17.7077 -9.6290  0.09
H -9.5180 -16.7810 -9.0662  0.10
H -8.6974 -17.9137 -7.2368  0.03

***

# C37H58BMnN4P2S3Si

A structure of composition C37H58BMnN4P2S3Si (the ωB97M-V functional and the def2-TZVPD basis, OMol25).

Properties
charge	-1
Kohn-Sham gap (alpha / beta)	7.0753 / 6.6678	eV
multiplicity	2
LUMO (alpha / beta)	0.091 / 0.091	Ha

Last column: Löwdin charge in e.
Geometry (Å):
Mn -0.1128 0.0252 0.4269  -0.01
C 0.6843 1.3905 -3.9251  -0.10
C -0.4591 0.3855 -3.7601  -0.68
C -1.7097 1.1537 -3.3139  -0.11
C -0.7702 -0.2636 -5.1122  -0.09
P -0.0594 -0.7523 -2.3072  1.16
C -1.4878 -1.9444 -2.4170  -0.28
N -1.9978 -2.1218 -1.0879  -0.02
B -1.3761 -1.6113 0.1085  -0.50
N -2.2169 -2.1347 1.1658  -0.03
C -1.8810 -1.9987 2.5542  -0.27
P -0.8264 -0.4692 2.7049  1.11
C -2.0207 0.7394 3.5101  -0.67
C -3.3145 0.6942 2.6826  -0.10
C -2.3837 0.4347 4.9627  -0.10
C -1.4160 2.1449 3.4414  -0.09
C 0.4377 -1.0604 3.9725  -0.67
C 1.2930 0.1237 4.4288  -0.10
C 1.3397 -2.0576 3.2234  -0.11
C -0.1227 -1.7851 5.2030  -0.10
C -3.2887 -2.8246 0.6379  -0.17
C -4.3621 -3.4560 1.2349  -0.03
C -5.3159 -4.0616 0.4152  -0.12
C -5.1861 -4.0442 -0.9654  -0.12
C -4.0964 -3.4211 -1.5767  -0.03
C -3.1576 -2.8045 -0.7734  -0.17
C 1.3809 -1.8766 -2.7663  -0.68
C 2.6781 -1.0926 -2.5368  -0.13
C 1.4005 -2.4620 -4.1765  -0.09
C 1.3265 -3.0377 -1.7662  -0.11
H 0.3380 2.2494 -4.5050  0.08
H 1.5300 0.9535 -4.4549  0.06
H 1.0346 1.7604 -2.9603  0.08
H -1.9088 1.9481 -4.0375  0.08
H -1.5843 1.5963 -2.3270  0.03
H -2.5911 0.5107 -3.2798  0.08
H -1.2599 0.4768 -5.7508  0.08
H -1.4505 -1.1106 -5.0261  0.07
H 0.1222 -0.6013 -5.6335  0.06
H -1.1211 -2.8923 -2.8335  0.08
H -2.2728 -1.5834 -3.0877  0.08
H -1.2932 -2.8608 2.8907  0.08
H -2.7658 -1.9431 3.1974  0.08
H -3.9130 -0.1871 2.9188  0.07
H -3.1267 0.7177 1.6099  0.05
H -3.9115 1.5763 2.9319  0.08
H -2.7088 -0.5963 5.1065  0.07
H -3.2125 1.0838 5.2584  0.08
H -1.5557 0.6347 5.6408  0.06
H -1.1669 2.4204 2.4189  0.05
H -0.5215 2.2329 4.0569  0.06
H -2.1504 2.8637 3.8155  0.08
H 1.7252 0.6522 3.5808  0.03
H 2.1136 -0.2456 5.0503  0.09
H 0.7168 0.8286 5.0282  0.06
H 1.6760 -1.6613 2.2678  0.01
H 0.8354 -3.0089 3.0488  0.08
H 2.2232 -2.2592 3.8350  0.09
H -0.5252 -1.0986 5.9434  0.06
H 0.6909 -2.3393 5.6797  0.08
H -0.8986 -2.5070 4.9514  0.07
H -4.4639 -3.4819 2.3129  0.10
H -6.1663 -4.5559 0.8664  0.09
H -5.9343 -4.5261 -1.5798  0.09
H -3.9925 -3.4232 -2.6543  0.10
H 2.8154 -0.3155 -3.2857  0.07
H 3.5338 -1.7697 -2.5974  0.08
H 2.6880 -0.6160 -1.5531  0.00
H 1.6579 -1.7100 -4.9197  0.06
H 0.4472 -2.9126 -4.4563  0.07
H 2.1625 -3.2438 -4.2289  0.09
H 1.1876 -2.6871 -0.7372  0.06
H 2.2641 -3.5936 -1.8137  0.09
H 0.5154 -3.7314 -1.9924  0.08
C -5.1742 2.9210 -0.4036  -0.19
Si -3.4691 3.7028 -0.2855  0.40
C -3.4168 4.8099 1.2362  -0.19
C -3.2132 4.7698 -1.8148  -0.19
C -2.2112 2.4118 -0.1499  -0.24
C -1.4076 1.5054 0.0623  -0.19
H -5.9404 3.6703 -0.6109  0.02
H -5.4353 2.4133 0.5245  0.02
H -5.1974 2.1798 -1.2017  0.02
H -3.9296 5.7571 1.0606  0.02
H -2.3877 5.0243 1.5224  0.03
H -3.8979 4.3164 2.0814  0.01
H -3.7828 5.6986 -1.7435  0.02
H -3.5416 4.2411 -2.7092  0.02
H -2.1613 5.0208 -1.9458  0.02
S 6.8132 -2.3064 -0.5296  0.54
C 5.6931 -1.1292 -0.1549  -1.09
S 4.0687 -1.5357 0.2836  0.97
C 3.6343 0.1511 0.3617  -1.07
N 4.6265 0.9398 0.1021  0.01
N 5.7758 0.2194 -0.1723  -0.14
C 6.9081 1.0192 -0.4916  -0.19
C 6.6877 2.2950 -1.0030  -0.02
C 7.7652 3.1048 -1.3118  -0.09
C 9.0650 2.6596 -1.1121  -0.11
C 9.2724 1.3935 -0.5897  -0.09
C 8.2031 0.5681 -0.2754  -0.05
S 2.0774 0.6756 0.8815  0.61
H 5.6753 2.6395 -1.1444  0.10
H 7.5822 4.0933 -1.7113  0.10
H 9.9048 3.2955 -1.3565  0.09
H 10.2777 1.0332 -0.4169  0.10
H 8.3741 -0.4143 0.1339  0.05